# 1
2 unconnected molecules or ions with the total composition C13H19N, computed with ωB97M-V/def2-TZVPD.

## Properties
relative energy (zero: lowest compared OMol25 entry of this formula, charge and spin)	0.0	kJ/mol
F_max	0.014	hartree/bohr
HOMO level (alpha / beta)	-12.99 / -13.53	eV

The geometry in ORCA input format:
```
! RIJCOSX wB97M-V def2-TZVPD def2/J DEFGRID3
* xyz 1 2
C -0.164 2.771 0.859
N -0.470 2.638 -1.378
H 0.085 -3.446 -3.014
H -1.571 -2.886 0.272
H -1.809 4.229 -1.637
H 0.783 -4.897 0.425
C 0.252 -3.252 -0.830
H 1.559 0.915 3.094
H -1.442 -4.547 -0.413
C 0.318 2.397 2.124
H 0.471 -4.921 -2.114
H 1.030 -3.340 1.215
H 0.355 -2.156 -0.811
C -1.199 3.653 -0.956
C 1.166 1.314 2.170
C 1.530 0.634 1.006
C 1.104 -3.874 0.267
H 0.063 2.968 3.009
H -0.375 2.371 -2.354
H -0.889 5.699 1.419
C 0.664 -3.851 -2.173
C -1.059 3.795 0.459
C 0.206 2.054 -0.285
C -1.233 -3.484 -0.580
H -1.869 4.505 2.287
H 1.259 0.461 -1.183
H 2.223 -0.189 1.115
H 1.706 -3.629 -2.408
H -1.794 -3.192 -1.471
C -1.612 4.886 1.305
H 2.163 -3.889 -0.004
C 1.063 0.989 -0.260
H -2.513 5.276 0.847
*
```

---

# 2
A molecular structure, C25H30Br33N3O3 at a distorted geometry, computed with ωB97M-V/def2-TZVPD.

## Properties
F_max	0.026	hartree/bohr
HOMO level	-8.19	eV

The geometry in ORCA input format:
```
! RIJCOSX wB97M-V def2-TZVPD def2/J DEFGRID3
* xyz 0 1
C -3.288 3.121 1.800
O -0.747 -3.298 -4.921
H -1.311 -4.163 -2.336
C -0.613 -1.422 0.091
H -0.869 -4.978 1.673
N -0.105 -4.485 2.123
Br 2.570 9.933 1.308
H -0.580 -1.221 -3.914
C -6.411 -3.178 0.263
H -2.036 1.829 2.902
Br 10.872 10.821 -2.272
H -0.239 -3.855 -4.308
C -4.463 -2.409 3.596
H -2.399 4.869 2.822
H 3.811 2.110 -3.067
H -0.172 1.182 -0.294
Br -1.006 -5.129 -9.647
C -2.774 -2.930 9.523
H -5.153 -3.183 3.281
Br -2.605 -3.147 11.427
Br 1.175 -4.631 -7.382
C -1.952 2.417 1.974
O -1.782 1.508 0.904
Br -8.249 -2.803 0.704
H -3.908 5.180 1.985
H -2.272 -0.965 -3.472
Br -5.882 -4.937 0.849
H 2.728 -6.230 -9.504
Br 1.044 7.232 0.580
H -1.132 3.133 2.080
H -3.469 -3.684 9.176
H -5.381 -7.349 7.471
N -0.925 -1.022 -1.177
H -4.107 2.484 2.133
Br 3.088 0.466 -1.373
H 0.177 -0.004 3.063
Br -4.303 -2.539 5.506
C 3.514 -6.287 -10.245
Br -5.216 -0.723 3.039
Br 1.456 1.814 -3.752
H -0.240 -4.640 3.113
H 9.140 11.650 -3.826
C -0.020 -0.794 2.347
C 9.928 10.920 -3.947
Br 4.950 -5.159 -9.636
Br -2.774 -2.749 2.721
C -0.526 -2.765 0.477
C -0.359 -0.436 1.077
C 0.937 8.927 1.486
C -1.137 -2.026 -1.989
Br 6.548 -3.273 -2.990
H -1.047 -5.696 -7.245
H -3.446 3.348 0.746
H 4.782 11.336 -0.334
Br 5.861 11.982 1.794
Br 4.247 -2.316 -4.977
C -0.183 -3.108 1.817
N -0.794 -3.775 -0.398
C -5.363 -6.291 7.259
Br 9.085 9.245 -4.385
Br 0.430 8.720 3.330
C -0.450 1.036 0.751
Br 4.055 -8.131 -10.357
Br 2.771 -5.661 -11.906
C -1.094 -3.389 -1.613
H -3.939 4.356 3.517
O -1.857 -2.798 -4.199
Br -1.103 -3.242 8.616
H 0.258 1.578 1.381
Br 2.729 3.640 -1.469
C 5.599 12.009 -0.114
Br 7.145 11.346 -1.050
H 0.215 -1.673 4.861
H 0.093 -3.420 4.518
Br -3.555 -5.830 6.791
C -3.376 4.444 2.589
H -5.805 -2.467 0.809
C 0.085 -2.141 2.761
C 4.746 -2.616 -3.143
Br 3.485 -3.751 -2.226
H 0.157 9.497 1.003
C 2.898 2.021 -2.495
Br -5.926 -5.376 8.859
Br -3.519 -1.215 9.061
C -1.447 -1.677 -3.433
Br 5.079 13.754 -0.737
H 1.575 -2.551 4.205
H 4.713 -1.656 -2.648
Br -6.576 -5.981 5.795
C 0.484 -2.468 4.167
Br -6.051 -2.909 -1.607
Br 11.065 11.541 -5.370
C -0.263 -5.755 -7.987
Br 0.280 -7.601 -8.097
*
```

---

# 3
A gas-phase ion, C10H15N3 (charge +2) at a distorted geometry, computed with ωB97M-V/def2-TZVPD.

## Properties
relative energy (zero: lowest compared OMol25 entry of this formula, charge and spin)	444.0	kJ/mol
F_max	0.125	hartree/bohr
structure (SMILES)	Cc1cccn1/[NH+]=C/[N+]1=CC[C@@H]1C
HOMO level	-15.83	eV

The geometry in ORCA input format:
```
! RIJCOSX wB97M-V def2-TZVPD def2/J DEFGRID3
* xyz 2 1
C 3.782 -0.569 -0.317
H -1.932 -2.682 0.504
C -2.380 -1.682 0.327
H -4.807 0.455 -0.415
C 0.513 -1.223 0.045
C -3.675 -1.385 0.084
H 2.591 0.959 1.716
C 2.565 1.451 0.786
N -0.428 -0.257 -0.024
H 2.372 0.746 -1.326
N 1.791 -0.861 -0.020
H -3.201 2.598 -0.311
C 2.525 0.388 -0.307
H 3.311 2.133 0.954
H -2.167 2.101 -1.400
H 4.583 -0.331 0.526
C -3.881 -0.007 -0.084
H 4.299 -0.558 -1.173
C -2.269 2.002 -0.396
C -2.672 0.594 -0.129
H 1.704 2.168 0.778
H 2.726 -2.831 -0.255
H -0.226 0.664 -0.457
H 0.156 -2.130 0.339
H -4.654 -2.018 0.263
H -1.678 2.337 0.401
C 2.803 -1.653 -0.168
N -1.754 -0.409 0.056
*
```

---

# 4
A molecular structure, C6H15N at a distorted geometry, computed with ωB97M-V/def2-TZVPD.

## Properties
relative energy (zero: lowest compared OMol25 entry of this formula, charge and spin)	476.4	kJ/mol
F_max	0.081	hartree/bohr
HOMO level	-8.05	eV

The geometry in ORCA input format:
```
! RIJCOSX wB97M-V def2-TZVPD def2/J DEFGRID3
* xyz 0 1
H -1.749 0.900 1.967
C -0.056 -0.487 1.514
H 1.005 2.900 -3.914
N -0.236 1.365 -0.085
C 1.010 2.421 -2.945
H 0.350 -1.692 -1.332
H 1.576 2.958 -2.206
H -1.515 -0.228 3.284
H -1.192 -1.785 -0.755
H 0.865 0.755 -0.198
H 0.476 -2.578 0.816
H -0.008 -2.467 2.538
H 1.441 1.411 -2.989
C 0.587 -1.900 1.785
H 1.614 -1.815 2.038
H 0.728 0.187 1.921
C -0.429 -0.966 -1.052
C -1.438 -0.097 2.218
H -2.255 -0.814 1.783
C -0.133 0.001 0.072
H -0.605 -0.439 -1.970
H -0.038 2.370 -2.489
*
```

---

# 5
A molecular structure, C16H21FeN2O3 at a distorted geometry, computed with ωB97M-V/def2-TZVPD.

## Properties
relative energy (zero: lowest compared OMol25 entry of this formula, charge and spin)	0.0	kJ/mol
F_max	0.112	hartree/bohr
HOMO level (alpha / beta)	-8.67 / -11.07	eV

The geometry in ORCA input format:
```
! RIJCOSX wB97M-V def2-TZVPD def2/J DEFGRID3
* xyz 1 5
N 1.446 -2.777 1.086
O -1.645 4.435 1.484
H -1.801 -4.623 1.469
C 1.543 -4.207 0.961
H -2.906 -2.943 1.318
C -0.242 2.955 -2.696
H 0.347 -4.951 2.627
H -0.647 -0.165 1.029
H -1.357 1.085 -2.638
H -0.953 -4.498 -0.101
H 1.612 -4.463 -0.112
C -2.606 4.333 -1.743
H 0.162 -0.021 -0.887
C 0.245 -0.694 0.661
C 2.719 -2.112 0.962
O -3.759 4.198 -1.874
C -1.283 4.486 0.378
H 0.364 -5.952 1.164
C 0.339 -4.918 1.527
H 2.041 1.737 -0.225
H 1.440 4.106 0.082
N -0.870 -2.822 1.124
Fe -0.938 4.650 -1.306
C 0.735 3.768 -2.020
C 0.271 -2.103 0.924
C -0.522 1.630 -2.168
C 0.839 3.495 -0.617
C 0.949 2.007 -0.233
H -0.537 3.220 -3.721
H 1.209 -0.194 0.873
H 2.459 -4.510 1.475
C -0.900 -4.255 0.974
H 0.603 1.883 0.812
H -2.400 -1.869 0.006
H -2.253 -1.339 1.709
H 2.955 -1.849 -0.079
C -2.164 -2.192 1.029
H 1.313 4.556 -2.509
C -0.923 6.395 -1.311
C 0.187 1.064 -1.131
O -1.319 7.484 -1.200
H 2.769 -1.211 1.580
H 3.476 -2.821 1.317
*
```

---

# 6
2 unconnected molecules or ions with the total composition C3H11N2 at a distorted geometry, computed with ωB97M-V/def2-TZVPD.

## Properties
relative energy (zero: lowest compared OMol25 entry of this formula, charge and spin)	150.8	kJ/mol
F_max	0.067	hartree/bohr
HOMO level	-12.86	eV

The geometry in ORCA input format:
```
! RIJCOSX wB97M-V def2-TZVPD def2/J DEFGRID3
* xyz 1 1
H 0.225 0.538 -0.637
H 0.714 -0.204 2.858
C 1.026 -1.026 0.917
N -0.695 1.032 -0.775
H -2.622 0.592 -0.016
C -1.968 0.278 -0.879
C 1.145 -0.114 1.882
H 0.585 -1.979 1.221
H -1.693 -0.792 -1.073
H 1.538 -1.860 -0.813
H -2.478 0.620 -1.771
H 2.492 -0.501 -0.418
N 1.591 -0.945 -0.382
H 1.334 0.907 1.540
H -0.479 1.663 -1.575
H -0.715 1.792 -0.079
*
```

---

# 7
A molecular structure, C38H41CaN8O10S2, computed with ωB97M-V/def2-TZVPD.

## Properties
relative energy (zero: lowest compared OMol25 entry of this formula, charge and spin)	24.5	kJ/mol
F_max	0.011	hartree/bohr
HOMO level	-10.59	eV

The geometry in ORCA input format:
```
! RIJCOSX wB97M-V def2-TZVPD def2/J DEFGRID3
* xyz 1 1
H 1.791 -4.219 -2.580
H 3.869 -1.260 2.687
H -3.056 3.428 -3.318
C 5.117 -2.500 -2.185
H 9.366 2.330 -2.861
C 2.497 -5.013 -2.796
H 4.044 0.613 -4.557
C 0.406 3.439 2.786
N -1.731 -1.762 -0.109
H -5.284 0.108 -1.821
C -2.526 -1.472 -1.316
H -2.324 -1.766 0.714
S 1.568 -2.254 -0.393
H -3.574 -3.330 -1.564
H 5.411 -6.312 -1.661
H -3.230 -0.890 -6.104
O -0.117 2.738 -0.750
N 3.972 -2.823 -1.342
H -4.342 -2.275 -3.508
C -4.990 -0.353 -2.764
S 2.605 0.809 -0.927
H -3.763 5.679 -4.068
O -0.508 -0.872 -2.422
C 3.164 -6.908 -4.121
H -1.293 -2.675 -0.172
H 4.839 -4.446 -0.378
H 6.113 1.262 -5.426
C -3.814 -2.271 -1.441
H -0.125 4.372 2.921
C -2.963 5.572 -3.349
C -1.322 6.532 -1.920
C 7.830 1.820 -4.265
O -0.955 8.804 -1.827
C 4.292 -7.063 -3.332
H 7.914 1.999 -0.888
H -1.743 4.214 1.885
C -0.899 5.289 -1.499
N 0.490 1.200 1.967
O 0.167 7.548 -0.486
C 3.891 -4.205 -0.864
H -4.623 -1.051 -5.151
O -1.968 -2.134 -3.559
H 5.560 1.313 -1.183
C 4.527 -6.190 -2.277
C -4.741 -1.855 -2.587
C -2.567 4.311 -2.928
H 8.460 1.966 -5.131
H 5.495 -1.313 -3.925
H 3.557 1.541 -3.128
C 7.521 1.834 -1.882
C -1.099 2.814 -1.524
C 2.260 -0.320 2.509
H -2.813 -0.419 -1.202
H -1.470 0.405 -5.363
H -5.830 -0.202 -3.448
H -4.352 -2.169 -0.491
C -1.535 4.165 -2.007
N -2.043 0.786 -4.630
C -3.223 0.201 -4.411
C 2.993 -1.931 -1.146
H 3.954 -2.197 -3.969
C 1.696 1.072 2.510
H -0.090 5.187 -0.793
C 3.251 -0.529 -1.691
H 3.335 1.955 3.570
H -1.549 1.100 -3.796
C -1.543 2.342 1.540
C -1.589 -1.524 -2.556
Ca -0.290 0.288 -0.473
H 4.994 -7.861 -3.537
C 4.647 -1.645 -3.328
C 6.508 1.423 -4.429
H 2.156 4.149 3.802
O -1.744 1.783 -1.892
C 1.689 3.318 3.291
N -3.838 0.414 -3.253
O 1.580 -1.303 2.458
H -5.721 -2.312 -2.420
N 3.992 -0.456 -2.785
O 3.599 -0.331 2.627
O -2.262 3.458 1.584
C 2.267 -5.880 -3.851
H 2.980 -7.586 -4.943
C 3.632 -5.165 -2.000
H 5.529 -3.434 -2.565
C 2.349 2.110 3.160
N -3.818 -0.499 -5.386
C 4.256 0.796 -3.501
O -2.021 1.338 1.069
H -2.627 7.698 -3.143
N -0.667 7.728 -1.351
C 5.688 1.236 -3.325
H -3.307 0.989 -2.600
H 1.381 -5.761 -4.461
C 6.202 1.445 -2.047
H 5.890 -1.983 -1.608
H 3.098 -4.246 -0.121
C -0.147 2.355 2.119
C -2.339 6.702 -2.843
C 8.337 2.023 -2.992
*
```

---

# 8
C7H14 in the gas phase, computed with ωB97M-V/def2-TZVPD.

## Properties
relative energy (zero: lowest compared OMol25 entry of this formula, charge and spin)	102.3	kJ/mol
F_max	0.005	hartree/bohr
structure (SMILES)	C[C@@H]1[C@H](C)C1(C)C
HOMO level	-9.29	eV

The geometry in ORCA input format:
```
! RIJCOSX wB97M-V def2-TZVPD def2/J DEFGRID3
* xyz 0 1
C -0.310 1.008 -0.371
H -2.165 -1.072 0.583
H 2.569 0.618 -0.340
H -0.641 -0.386 -2.001
H 0.333 1.990 1.383
H -0.255 -0.756 1.708
C -0.719 -0.360 -0.914
C 1.927 -0.053 -0.929
H 2.454 -1.005 -1.049
H 1.003 -1.836 1.105
C -0.624 1.828 0.865
H 1.797 0.408 -1.914
C -1.776 -1.324 -0.408
C 0.603 -0.173 -0.213
H -0.030 1.658 -1.200
H 1.436 -0.260 1.795
H -0.999 2.819 0.596
C 0.699 -0.784 1.174
H -2.628 -1.355 -1.096
H -1.310 1.377 1.584
H -1.366 -2.342 -0.357
*
```